Formula: C22H35AlF3O17S
Source: the OMol25 dataset
Level of theory: ωB97M-V/def2-TZVPD

Last column: Mulliken charge in e.
Positions of all 79 atoms, in Å:
C1 -2.46562 2.12908 3.72835  0.5722
H1 -4.58978 -5.55708 -3.20817  0.2232
H2 6.37366 5.87250 0.81808  0.2561
C2 4.03839 6.34866 2.25615  0.6325
H3 6.87187 5.33584 3.09463  0.3022
H4 -4.58615 3.77495 5.32580  0.2900
H5 4.49204 -1.53262 1.30516  0.2839
H6 -0.17457 -4.14003 -5.40200  0.2478
F1 -2.50224 -4.17318 -0.87064  -0.3026
C3 2.32678 0.26986 0.06724  -0.3426
C4 1.12381 -3.51157 -3.78920  0.1258
C5 -2.06347 -2.73840 -0.68257  0.5820
O1 2.43905 5.27981 -1.22438  -0.3138
O2 -2.94895 3.34050 4.13147  -0.3073
C6 -3.77427 -6.22238 -2.90548  0.0131
H7 -4.14811 1.44910 -0.18289  -0.0005
H8 -4.93138 3.41717 3.61518  0.2687
H9 -2.86292 -5.63192 -2.77716  0.0724
O3 -4.73972 -8.17236 -2.21737  -0.3360
O4 -1.47741 -3.33836 1.67900  -0.6130
F2 -0.60000 -2.75406 -1.05956  -0.2055
H10 3.28354 -3.08023 1.43094  0.2967
O5 4.35891 5.65279 1.12632  -0.2259
H11 -3.46180 -2.69466 1.13050  0.1741
H12 3.38679 0.76727 0.22253  0.1148
H13 0.75435 2.26105 -0.01356  -0.6271
H14 -0.14356 6.46834 0.26127  0.3101
H15 -0.88233 -0.24139 -1.43378  -0.4445
H16 -4.15203 1.48155 5.84614  0.2520
O6 4.97982 6.17119 3.22871  -0.3471
O7 1.63557 -3.39428 -6.01002  -0.3287
C7 2.50698 -1.39218 0.05073  0.2310
H17 2.81988 -1.44363 2.30843  0.2062
O8 1.68742 3.17418 -1.70959  -0.5781
C8 0.51855 -3.33248 -5.14367  -0.3005
O9 -3.59617 -7.21016 -3.90282  -0.3249
H18 -3.22046 -7.32845 -1.13009  0.2860
C9 3.38034 -1.89639 1.35805  -0.9788
F3 -2.89681 -1.95793 -1.64855  -0.2623
H19 -1.68078 -3.07047 2.63999  0.3276
Al1 -1.23259 0.39072 -0.02939  0.3387
H20 1.81977 0.55160 -0.95844  0.2424
C10 -4.29770 -8.31037 -3.50152  0.5916
C11 1.53610 4.25746 -1.16988  0.5610
H21 0.45037 -4.02381 -3.09658  0.1135
H22 1.40794 -1.81311 0.21856  -0.1984
H23 2.51730 7.02978 -0.11654  0.2116
S1 -2.87369 2.01388 -0.35229  -0.4981
C12 1.80342 6.41937 -0.67637  -0.3375
H24 1.43891 -2.56248 -3.34307  0.0599
O10 3.64442 -4.47884 -5.86843  -0.5727
O11 -4.50325 -9.28875 -4.20024  -0.5607
C13 -1.93999 -0.89341 1.38558  -0.3990
C14 -2.33623 -2.39290 0.89061  0.2355
O12 -1.37763 1.96185 3.20300  -0.4906
H25 -4.78574 -6.48601 -1.01324  0.2837
H26 2.96933 -1.70927 -0.98021  0.2055
O13 0.44153 4.60470 -0.43164  -0.2019
H27 5.79708 4.18718 0.84440  0.3296
H28 -5.35060 1.25534 4.54779  0.2911
C15 2.60881 -4.09120 -5.35370  0.6277
C16 0.38830 1.44221 0.76585  0.6867
H29 -0.06369 2.05752 1.67753  0.1697
H30 0.00153 -2.37432 -5.24503  0.3145
O14 1.46783 0.56296 1.24207  -0.3888
H31 1.10671 5.63022 1.21405  0.2016
H32 -1.13244 -0.96987 2.23875  0.2900
C17 -4.30812 3.14770 4.47439  -0.3607
C18 0.74478 5.83365 0.20068  -0.1960
O15 3.04042 7.03864 2.38133  -0.5412
H33 -2.90570 -0.39696 1.88121  0.0448
C19 -4.37818 1.68990 4.79517  -0.3150
O16 2.27154 -4.29838 -4.04726  -0.3176
O17 -3.35870 1.13006 3.98883  -0.2713
C20 5.67983 5.17486 1.29868  -0.3592
C21 -4.11105 -7.02031 -1.68775  -0.2491
H34 1.38618 7.01818 -1.49272  0.3114
C22 5.84177 5.14103 2.78382  -0.3565
H35 5.51223 4.19156 3.21882  0.2746

Values from the calculation:
* Kohn-Sham gap: 6.17 eV
* total charge: -1
* calculated total energy: -83771.904 eV